Molecular formula: C90H217N7O34
Method: DFT, the ωB97M-V functional and the def2-TZVPD basis

E_HOMO   -7.98 eV
Multiplicity   1
Orbital gap   8.11 eV
Total charge   0
ΔE to the lowest compared entry with this formula, charge and spin   3.6 kcal/mol

Bonds (Å) are listed after each position.
CARTESIAN COORDINATES (ANGSTROEM)
1 C 21.39 14.64 12.09  C2 1.554, H12 1.084, H13 1.153, H14 1.063
2 C 22.64 14.61 13.01  C1 1.554, C3 1.621, N7 1.470, C11 1.559
3 C 23.79 13.56 12.56  C2 1.621, C4 1.539, H15 1.101, H16 1.120
4 C 25.11 13.83 13.31  C3 1.539, C5 1.516, H17 1.088, H18 1.099
5 C 25.53 15.27 13.09  C4 1.516, C6 1.539, H19 1.097, H20 1.070
6 C 24.52 16.23 13.74  C5 1.539, N7 1.522, C9 1.528, C10 1.545
7 N 23.23 15.96 12.98  C2 1.470, C6 1.522, O8 1.413
8 O 22.32 16.98 13.36  N7 1.413, H30 0.954
9 C 24.50 16.15 15.27  C6 1.528, H21 1.084, H22 1.068, H23 1.082
10 C 24.88 17.66 13.29  C6 1.545, H24 1.075, H25 1.083, H26 1.121
11 C 22.11 14.20 14.41  C2 1.559, H27 1.051, H28 1.120, H29 1.123
12 H 20.83 15.48 12.48  C1 1.084
13 H 20.87 13.63 12.28  C1 1.153
14 H 21.48 14.90 11.07  C1 1.063
15 H 23.51 12.51 12.75  C3 1.101
16 H 23.96 13.69 11.46  C3 1.120
17 H 25.92 13.20 12.94  C4 1.088
18 H 25.04 13.57 14.37  C4 1.099
19 H 25.60 15.44 12.01  C5 1.097
20 H 26.49 15.46 13.52  C5 1.070
21 H 25.31 16.63 15.79  C9 1.084
22 H 23.57 16.51 15.66  C9 1.068
23 H 24.66 15.12 15.57  C9 1.082
24 H 25.81 17.96 13.76  C10 1.075
25 H 24.90 17.79 12.22  C10 1.083
26 H 24.09 18.41 13.55  C10 1.121
27 H 22.89 14.05 15.10  C11 1.051
28 H 21.46 13.30 14.46  C11 1.120
29 H 21.46 15.00 14.86  C11 1.123
30 H 22.38 17.57 12.62  O8 0.954
31 C 27.61 20.78 16.37  C32 1.536, H42 1.058, H43 1.117, H44 1.111
32 C 27.06 19.91 17.51  C31 1.536, C33 1.506, N37 1.450, C41 1.566
33 C 27.45 18.45 17.40  C32 1.506, C34 1.489, H45 1.139, H46 1.076
34 C 28.85 18.13 17.77  C33 1.489, C35 1.546, H47 1.095, H48 1.097
35 C 29.16 18.62 19.20  C34 1.546, C36 1.570, H49 1.103, H50 1.086
36 C 28.83 20.16 19.26  C35 1.570, N37 1.492, C39 1.522, C40 1.533
37 N 27.42 20.39 18.83  C32 1.450, C36 1.492, O38 1.414
38 O 27.18 21.78 18.89  N37 1.414, H60 0.956
39 C 28.98 20.55 20.72  C36 1.522, H51 1.082, H52 1.119, H53 1.096
40 C 29.89 20.97 18.51  C36 1.533, H54 1.102, H55 1.138, H56 1.110
41 C 25.50 19.95 17.48  C32 1.566, H57 1.097, H58 1.132, H59 1.075
42 H 27.73 21.78 16.72  C31 1.058
43 H 27.07 20.61 15.41  C31 1.117
44 H 28.62 20.44 16.06  C31 1.111
45 H 26.75 17.81 18.03  C33 1.139
46 H 27.22 18.22 16.37  C33 1.076
47 H 29.58 18.64 17.13  C34 1.095
48 H 29.07 17.05 17.73  C34 1.097
49 H 30.24 18.45 19.37  C35 1.103
50 H 28.59 18.14 19.98  C35 1.086
51 H 29.99 20.38 21.08  C39 1.082
52 H 28.91 21.65 20.87  C39 1.119
53 H 28.13 20.16 21.29  C39 1.096
54 H 30.31 20.54 17.59  C40 1.102
55 H 29.55 22.03 18.27  C40 1.138
56 H 30.81 21.06 19.13  C40 1.110
57 H 25.10 19.22 16.75  C41 1.097
58 H 25.06 20.90 17.05  C41 1.132
59 H 25.11 19.75 18.46  C41 1.075
60 H 27.26 22.03 19.82  O38 0.956
61 C 21.72 13.65 21.59  C62 1.522, H72 1.080, H73 1.107, H74 1.101
62 C 22.35 13.04 20.35  C61 1.522, C63 1.497, N67 1.485, C71 1.571
63 C 21.83 13.86 19.21  C62 1.497, C64 1.525, H75 1.121, H76 1.111
64 C 22.46 13.58 17.85  C63 1.525, C65 1.567, H77 1.107, H78 1.150
65 C 24.01 13.74 18.03  C64 1.567, C66 1.514, H79 1.077, H80 1.105
66 C 24.64 12.94 19.14  C65 1.514, N67 1.510, C69 1.574, C70 1.524
67 N 23.83 13.24 20.38  C62 1.485, C66 1.510, O68 1.368
68 O 24.40 12.61 21.44  N67 1.368, H90 0.965
69 C 24.66 11.44 18.65  C66 1.574, H81 1.119, H82 1.083, H83 1.088
70 C 26.04 13.50 19.37  C66 1.524, H84 1.087, H85 1.121, H86 1.058
71 C 21.90 11.54 20.31  C62 1.571, H87 1.109, H88 1.068, H89 1.043
72 H 22.20 14.57 21.91  C61 1.080
73 H 21.71 12.95 22.45  C61 1.107
74 H 20.70 13.98 21.36  C61 1.101
75 H 20.73 13.66 19.10  C63 1.121
76 H 21.97 14.91 19.54  C63 1.111
77 H 22.12 14.40 17.18  C64 1.107
78 H 22.03 12.63 17.37  C64 1.150
79 H 24.11 14.80 18.22  C65 1.077
80 H 24.70 13.57 17.18  C65 1.105
81 H 24.78 10.69 19.47  C69 1.119
82 H 23.71 11.19 18.19  C69 1.083
83 H 25.47 11.30 17.93  C69 1.088
84 H 26.74 13.35 18.55  C70 1.087
85 H 25.92 14.61 19.41  C70 1.121
86 H 26.57 13.10 20.20  C70 1.058
87 H 21.94 11.04 19.32  C71 1.109
88 H 20.90 11.39 20.66  C71 1.068
89 H 22.49 11.02 20.99  C71 1.043
90 H 24.16 11.67 21.43  O68 0.965
91 C 18.57 23.67 19.19  C92 1.517, H102 1.072, H103 1.076, H104 1.133
92 C 18.02 22.99 20.43  C91 1.517, C93 1.505, N97 1.490, C101 1.539
93 C 17.04 21.93 20.02  C92 1.505, C94 1.516, H105 1.116, H106 1.096
94 C 16.50 21.15 21.20  C93 1.516, C95 1.522, H107 1.093, H108 1.130
95 C 17.66 20.51 21.94  C94 1.522, C96 1.581, H109 1.091, H110 1.072
96 C 18.80 21.56 22.27  C95 1.581, N97 1.451, C99 1.548, C100 1.574
97 N 19.18 22.41 21.16  C92 1.490, C96 1.451, O98 1.440
98 O 20.12 23.43 21.54  N97 1.440, H120 0.982
99 C 18.37 22.49 23.43  C96 1.548, H111 1.113, H112 1.054, H113 1.083
100 C 20.07 20.67 22.54  C96 1.574, H114 1.074, H115 1.105, H116 1.145
101 C 17.35 24.21 21.10  C92 1.539, H117 1.073, H118 1.106, H119 1.148
102 H 19.25 24.49 19.34  C91 1.072
103 H 17.76 24.10 18.64  C91 1.076
104 H 19.17 22.92 18.58  C91 1.133
105 H 16.13 22.40 19.57  C93 1.116
106 H 17.46 21.22 19.30  C93 1.096
107 H 15.81 20.42 20.77  C94 1.093
108 H 15.87 21.87 21.80  C94 1.130
109 H 18.03 19.77 21.23  C95 1.091
110 H 17.47 20.01 22.87  C95 1.072
111 H 18.23 22.05 24.44  C99 1.113
112 H 19.18 23.16 23.51  C99 1.054
113 H 17.44 22.97 23.15  C99 1.083
114 H 20.37 20.35 21.56  C100 1.074
115 H 20.82 21.31 23.02  C100 1.105
116 H 19.81 19.73 23.14  C100 1.145
117 H 16.75 24.72 20.37  C101 1.073
118 H 18.15 24.88 21.46  C101 1.106
119 H 16.68 24.04 22.02  C101 1.148
120 H 20.49 23.66 20.66  O98 0.982
121 C 23.65 21.54 13.58  C122 1.514, H132 1.107, H133 1.143, H134 1.075
122 C 22.14 21.66 13.62  C121 1.514, C123 1.578, N127 1.519, C131 1.571
123 C 21.68 22.56 14.83  C122 1.578, C124 1.539, H135 1.101, H136 1.121
124 C 20.31 23.20 14.58  C123 1.539, C125 1.521, H137 1.114, H138 1.110
125 C 20.27 23.90 13.22  C124 1.521, C126 1.556, H139 1.153, H140 1.110
126 C 20.60 22.99 12.00  C125 1.556, N127 1.442, C129 1.564, C130 1.570
127 N 21.86 22.35 12.29  C122 1.519, C126 1.442, O128 1.431
128 O 22.19 21.43 11.24  N127 1.431, H150 0.968
129 C 19.38 22.06 11.68  C126 1.564, H141 1.065, H142 1.065, H143 1.118
130 C 20.79 23.92 10.76  C126 1.570, H144 1.070, H145 1.110, H146 1.136
131 C 21.49 20.24 13.81  C122 1.571, H147 1.075, H148 1.106, H149 1.086
132 H 24.18 21.27 14.52  C121 1.107
133 H 24.01 22.57 13.25  C121 1.143
134 H 24.02 20.94 12.78  C121 1.075
135 H 21.84 22.01 15.77  C123 1.101
136 H 22.32 23.48 14.89  C123 1.121
137 H 20.02 23.94 15.37  C124 1.114
138 H 19.43 22.53 14.57  C124 1.110
139 H 21.10 24.69 13.25  C125 1.153
140 H 19.38 24.55 13.10  C125 1.110
141 H 18.59 22.72 11.43  C129 1.065
142 H 19.58 21.42 10.85  C129 1.065
143 H 19.11 21.49 12.61  C129 1.118
144 H 21.35 23.35 10.04  C130 1.070
145 H 19.80 24.28 10.44  C130 1.110
146 H 21.40 24.84 11.05  C130 1.136
147 H 21.61 19.72 12.88  C131 1.075
148 H 20.41 20.28 14.06  C131 1.106
149 H 22.02 19.69 14.58  C131 1.086
150 H 21.41 20.88 11.10  O128 0.968
151 C 13.63 12.38 23.61  C152 1.549, H162 1.094, H163 1.106, H164 1.090
152 C 13.80 13.91 23.72  C151 1.549, C153 1.573, N157 1.460, C161 1.552
153 C 13.92 14.27 25.24  C152 1.573, C154 1.557, H165 1.083, H166 1.114
154 C 14.54 15.68 25.48  C153 1.557, C155 1.526, H167 1.144, H168 1.067
155 C 15.82 15.91 24.68  C154 1.526, C156 1.583, H169 1.083, H170 1.087
156 C 15.52 15.70 23.14  C155 1.583, N157 1.479, C159 1.568, C160 1.534
157 N 15.09 14.28 23.13  C152 1.460, C156 1.479, O158 1.441
158 O 15.00 13.82 21.77  N157 1.441, H180 1.022
159 C 14.51 16.75 22.56  C156 1.568, H171 1.118, H172 1.150, H173 1.087
160 C 16.81 15.79 22.32  C156 1.534, H174 1.087, H175 1.054, H176 1.082
161 C 12.52 14.63 23.20  C152 1.552, H177 1.098, H178 1.082, H179 1.118
162 H 12.80 12.09 24.26  C151 1.094
163 H 14.54 11.85 23.95  C151 1.106
164 H 13.39 12.17 22.57  C151 1.090
165 H 12.92 14.30 25.66  C153 1.083
166 H 14.55 13.54 25.80  C153 1.114
167 H 14.69 15.83 26.61  C154 1.144
168 H 13.78 16.36 25.16  C154 1.067
169 H 16.55 15.18 24.99  C155 1.083
170 H 16.28 16.89 24.82  C155 1.087
171 H 14.11 16.41 21.57  C159 1.118
172 H 13.66 16.92 23.32  C159 1.150
173 H 15.05 17.69 22.52  C159 1.087
174 H 17.35 16.71 22.53  C160 1.087
175 H 17.45 15.00 22.58  C160 1.054
176 H 16.60 15.67 21.26  C160 1.082
177 H 12.31 15.61 23.65  C161 1.098
178 H 11.71 13.97 23.46  C161 1.082
179 H 12.49 14.75 22.09  C161 1.118
180 H 14.32 14.43 21.31  O158 1.022
181 C 22.13 18.54 19.31  C182 1.507, H192 1.084, H193 1.094, H194 1.085
182 C 20.98 18.59 18.33  C181 1.507, C183 1.535, N187 1.508, C191 1.520
183 C 21.42 18.18 16.92  C182 1.535, C184 1.528, H195 1.117, H196 1.106
184 C 20.29 17.73 15.99  C183 1.528, C185 1.535, H197 1.087, H198 1.121
185 C 19.55 16.60 16.71  C184 1.535, C186 1.516, H199 1.075, H200 1.063
186 C 18.88 17.10 17.98  C185 1.516, N187 1.460, C189 1.477, C190 1.523
187 N 19.98 17.57 18.82  C182 1.508, C186 1.460, O188 1.503
188 O 19.45 18.03 20.15  N187 1.503, H210 0.976
189 C 17.82 18.10 17.74  C186 1.477, H201 1.055, H202 1.075, H203 1.081
190 C 18.12 15.95 18.63  C186 1.523, H204 1.111, H205 1.130, H206 1.078
191 C 20.42 20.00 18.29  C182 1.520, H207 1.103, H208 1.126, H209 1.110
192 H 21.77 18.63 20.33  C181 1.084
193 H 22.96 19.21 19.05  C181 1.094
194 H 22.57 17.55 19.28  C181 1.085
195 H 22.03 19.01 16.48  C183 1.117
196 H 22.09 17.30 17.02  C183 1.106
197 H 20.63 17.40 15.02  C184 1.087
198 H 19.67 18.65 15.80  C184 1.121
199 H 20.21 15.78 16.90  C185 1.075
200 H 18.70 16.21 16.21  C185 1.063
201 H 17.62 18.67 18.60  C189 1.055
202 H 18.07 18.80 16.97  C189 1.075
203 H 16.92 17.55 17.50  C189 1.081
204 H 17.36 16.33 19.33  C190 1.111
205 H 17.58 15.27 17.90  C190 1.130
206 H 18.74 15.26 19.19  C190 1.078
207 H 19.79 20.13 17.39  C191 1.103
208 H 21.24 20.76 18.40  C191 1.126
209 H 19.86 20.26 19.21  C191 1.110
210 H 20.00 17.51 20.77  O188 0.976
211 C 24.96 16.51 21.22  C212 1.556, O214 1.430, H215 1.116, H216 1.116
212 C 24.70 17.89 21.88  C211 1.556, O213 1.404, H217 1.133, H218 1.150
213 O 23.73 17.84 22.89  C212 1.404, H219 0.951
214 O 25.76 15.73 22.11  C211 1.430, H220 0.961
215 H 25.57 16.76 20.31  C211 1.116
216 H 24.03 16.01 20.86  C211 1.116
217 H 24.51 18.70 21.11  C212 1.133
218 H 25.70 18.23 22.34  C212 1.150
219 H 24.10 17.56 23.72  O213 0.951
220 H 25.76 14.77 21.98  O214 0.961
221 C 21.53 18.13 9.28  C222 1.489, O224 1.416, H225 1.077, H226 1.105
222 C 22.90 18.56 9.65  C221 1.489, O223 1.392, H227 1.084, H228 1.067
223 O 23.04 18.74 11.02  C222 1.392, H229 0.945
224 O 20.59 19.13 9.62  C221 1.416, H230 1.000
225 H 21.24 17.20 9.74  C221 1.077
226 H 21.47 17.94 8.19  C221 1.105
227 H 23.12 19.48 9.12  C222 1.084
228 H 23.53 17.73 9.39  C222 1.067
229 H 22.75 19.60 11.26  O223 0.945
230 H 19.76 18.67 9.92  O224 1.000
231 C 17.40 12.01 12.21  C232 1.518, O234 1.405, H235 1.055, H236 1.125
232 C 16.23 11.47 13.00  C231 1.518, O233 1.449, H237 1.107, H238 1.081
233 O 15.43 10.55 12.22  C232 1.449, H239 0.938
234 O 17.03 12.46 10.93  C231 1.405, H240 0.961
235 H 18.24 11.37 12.18  C231 1.055
236 H 17.75 12.94 12.75  C231 1.125
237 H 15.56 12.30 13.32  C232 1.107
238 H 16.53 11.08 13.96  C232 1.081
239 H 14.53 10.80 12.30  O233 0.938
240 H 16.54 11.73 10.55  O234 0.961
241 C 25.10 21.60 21.67  C242 1.543, O244 1.461, H245 1.053, H246 1.124
242 C 23.60 21.37 21.40  C241 1.543, O243 1.438, H247 1.041, H248 1.085
243 O 22.93 22.53 21.92  C242 1.438, H249 0.964
244 O 25.25 21.71 23.12  C241 1.461, H250 0.968
245 H 25.40 22.48 21.18  C241 1.053
246 H 25.82 20.79 21.35  C241 1.124
247 H 23.35 20.53 21.97  C242 1.041
248 H 23.39 21.25 20.35  C242 1.085
249 H 21.98 22.44 21.81  O243 0.964
250 H 24.55 22.29 23.44  O244 0.968
251 C 18.54 10.50 17.45  C252 1.504, O254 1.477, H255 1.105, H256 1.097
252 C 18.05 11.70 16.68  C251 1.504, O253 1.388, H257 1.117, H258 1.118
253 O 18.61 12.88 17.16  C252 1.388, H259 0.965
254 O 17.69 9.39 16.97  C251 1.477, H260 0.978
255 H 18.34 10.75 18.51  C251 1.105
256 H 19.61 10.26 17.34  C251 1.097
257 H 16.94 11.65 16.72  C252 1.117
258 H 18.25 11.67 15.58  C252 1.118
259 H 18.40 13.01 18.10  O253 0.965
260 H 17.56 8.80 17.74  O254 0.978
261 C 20.70 16.37 23.93  C262 1.541, O264 1.393, H265 1.154, H266 1.109
262 C 20.34 17.39 25.02  C261 1.541, O263 1.386, H267 1.136, H268 1.081
263 O 20.04 16.70 26.18  C262 1.386, H269 0.942
264 O 21.02 16.90 22.68  C261 1.393, H270 0.954
265 H 19.81 15.63 23.87  C261 1.154
266 H 21.52 15.74 24.32  C261 1.109
267 H 19.46 18.03 24.69  C262 1.136
268 H 21.14 18.11 25.16  C262 1.081
269 H 19.55 17.32 26.70  O263 0.942
270 H 21.83 17.40 22.78  O264 0.954
271 C 17.08 11.63 22.93  C272 1.497, O274 1.419, H275 1.114, H276 1.080
272 C 18.07 10.57 22.57  C271 1.497, O273 1.464, H277 1.117, H278 1.069
273 O 17.85 10.15 21.19  C272 1.464, H279 0.962
274 O 16.98 11.69 24.35  C271 1.419, H280 0.976
275 H 16.21 11.25 22.35  C271 1.114
276 H 17.35 12.60 22.54  C271 1.080
277 H 17.93 9.69 23.25  C272 1.117
278 H 19.08 10.94 22.60  C272 1.069
279 H 18.56 9.54 20.95  O273 0.962
280 H 16.61 12.51 24.72  O274 0.976
281 C 15.41 15.12 15.98  C282 1.493, O284 1.402, H285 1.123, H286 1.091
282 C 14.02 14.57 15.95  C281 1.493, O283 1.454, H287 1.101, H288 1.148
283 O 13.83 13.57 16.99  C282 1.454, H289 1.018
284 O 16.17 14.13 15.34  C281 1.402, H290 0.951
285 H 15.70 15.16 17.06  C281 1.123
286 H 15.45 16.11 15.51  C281 1.091
287 H 13.77 14.09 15.00  C282 1.101
288 H 13.21 15.35 16.18  C282 1.148
289 H 14.59 12.91 16.83  O283 1.018
290 H 17.05 14.13 15.70  O284 0.951
291 C 16.85 21.66 16.33  C292 1.557, O294 1.453, H295 1.152, H296 1.111
292 C 17.43 20.79 15.17  C291 1.557, O293 1.411, H297 1.133, H298 1.089
293 O 16.59 19.71 14.84  C292 1.411, H299 0.955
294 O 15.44 21.90 16.09  C291 1.453, H300 0.914
295 H 17.40 22.66 16.49  C291 1.152
296 H 16.93 21.10 17.28  C291 1.111
297 H 18.49 20.47 15.39  C292 1.133
298 H 17.42 21.44 14.30  C292 1.089
299 H 15.98 19.43 15.52  O293 0.955
300 H 15.24 21.55 15.27  O294 0.914
301 C 18.51 18.08 12.39  C302 1.478, O304 1.464, H305 1.081, H306 1.084
302 C 17.55 17.19 13.07  C301 1.478, O303 1.422, H307 1.118, H308 1.088
303 O 17.82 15.84 12.71  C302 1.422, H309 0.967
304 O 18.47 17.84 10.95  C301 1.464, H310 0.948
305 H 19.53 17.85 12.69  C301 1.081
306 H 18.41 19.14 12.60  C301 1.084
307 H 16.50 17.47 12.79  C302 1.118
308 H 17.73 17.40 14.12  C302 1.088
309 H 17.33 15.30 13.35  O303 0.967
310 H 18.33 16.90 10.83  O304 0.948
311 C 22.34 23.50 18.25  C312 1.513, O314 1.452, H315 1.056, H316 1.138
312 C 23.80 23.80 17.95  C311 1.513, O313 1.421, H317 1.114, H318 1.113
313 O 24.68 22.99 18.72  C312 1.421, H319 0.964
314 O 21.88 23.95 19.55  C311 1.452, H320 0.956
315 H 22.24 22.45 18.18  C311 1.056
316 H 21.69 24.03 17.49  C311 1.138
317 H 24.08 24.88 17.99  C312 1.114
318 H 23.97 23.47 16.90  C312 1.113
319 H 25.57 22.84 18.36  O313 0.964
320 H 22.48 23.59 20.20  O314 0.956
321 C 13.12 19.98 18.51  C322 1.533, O324 1.401, H325 1.093, H326 1.073
322 C 13.21 18.61 19.18  C321 1.533, O323 1.389, H327 1.086, H328 1.102
323 O 14.03 17.77 18.43  C322 1.389, H329 0.973
324 O 14.32 20.71 18.56  C321 1.401, H330 0.976
325 H 12.34 20.55 19.02  C321 1.093
326 H 12.79 19.91 17.49  C321 1.073
327 H 12.21 18.18 19.19  C322 1.086
328 H 13.56 18.73 20.22  C322 1.102
329 H 13.88 16.83 18.62  O323 0.973
330 H 14.62 21.04 17.69  O324 0.976
331 C 16.21 12.93 19.28  O332 1.440, H333 1.107, H334 1.110, H335 1.101
332 O 17.57 12.95 19.75  C331 1.440, H336 0.949
333 H 15.59 13.79 19.60  C331 1.107
334 H 16.28 12.86 18.18  C331 1.110
335 H 15.61 12.05 19.57  C331 1.101
336 H 17.75 12.10 20.14  O332 0.949
337 C 11.75 15.08 18.94  O338 1.409, H339 1.128, H340 1.112, H341 1.102
338 O 13.16 15.16 19.05  C337 1.409, H342 0.955
339 H 11.30 15.80 19.68  C337 1.128
340 H 11.41 15.55 17.99  C337 1.112
341 H 11.32 14.07 19.05  C337 1.102
342 H 13.52 14.66 18.33  O338 0.955
343 C 13.45 18.54 14.58  O344 1.420, H345 1.096, H346 1.055, H347 1.073
344 O 14.38 18.52 15.65  C343 1.420, H348 0.941
345 H 12.52 19.03 14.89  C343 1.096
346 H 13.81 19.15 13.80  C343 1.055
347 H 13.22 17.60 14.13  C343 1.073
348 H 14.19 17.83 16.27  O344 0.941

These are the Löwdin partial charges, in e, on atoms 1 to 5:
1. C -0.023
2. C -0.451
3. C -0.093
4. C -0.201
5. C -0.140